Record 1
The following is a DFT calculation (ωB97M-V/def2-TZVPD) of a cluster of 3 separate species, C3H4O3S in total.

Properties
total charge: 0
energy relative to the best compared isomer or geometry (same formula, charge and spin): 4.8895 eV
calculated total energy: -740.47991 Eh

```
11
C3H4O3S, DFT ωB97M-V/def2-TZVPD
C 0.40 -2.59 0.60
C 0.98 -2.14 -0.38
C -2.87 1.98 -0.09
O 3.60 0.37 0.93
O 2.65 0.63 -1.35
O -1.79 2.22 0.36
S 2.52 0.73 0.06
H -0.29 -2.74 1.41
H 1.65 -2.03 -1.20
H -3.19 1.37 -1.01
H -3.66 2.22 0.67
```

Record 2
The following is a DFT calculation (ωB97M-V/def2-TZVPD) of a structure of composition C3H4O3Sr.

Properties
<S²>: 0.76
total charge: +1
energy relative to the best compared isomer or geometry (same formula, charge and spin): 1.6950 eV
2S+1: 2
calculated total energy: -372.72850 Eh

```
11
C3H4O3Sr, DFT ωB97M-V/def2-TZVPD
O -2.94 -0.37 -0.35
C -4.05 -0.60 -0.42
O 1.62 -1.01 -0.50
C 2.21 -1.04 0.68
C 1.93 1.02 1.16
O 0.66 0.75 1.43
Sr -0.44 -0.09 -0.41
H 2.74 -0.82 1.76
H 2.57 1.14 2.05
H 2.08 -2.06 1.08
H 2.39 1.64 0.37
```

Record 3
The following is a DFT calculation (ωB97M-V/def2-TZVPD) of a structure of composition C3H4O3Tl.

Properties
total charge: +3
energy relative to the best compared isomer or geometry (same formula, charge and spin): 0.7111 eV
calculated total energy: -513.30967 Eh

```
11
C3H4O3Tl, DFT ωB97M-V/def2-TZVPD
C 1.40 -0.71 0.36
C 1.21 0.34 -0.49
O 0.00 0.72 -0.98
C -1.16 0.60 -0.35
O -1.24 -0.15 0.72
O -2.22 0.87 -0.92
H -0.15 -0.68 0.96
H 1.98 1.08 -0.72
H 1.15 -1.69 -0.07
Tl -3.34 0.29 0.62
H 2.36 -0.68 0.88
```

Record 4
The following is a DFT calculation (ωB97M-V/def2-TZVPD) of a structure of composition C3H4O3Yb.

Properties
<S²>: 2.01
total charge: 0
energy relative to the best compared isomer or geometry (same formula, charge and spin): 0.3559 eV
2S+1: 3
calculated total energy: -1500.91282 Eh

```
11
C3H4O3Yb, DFT ωB97M-V/def2-TZVPD
H 3.34 -0.17 -0.65
Yb 2.70 1.19 0.78
O -1.54 -0.79 -0.01
C -1.86 0.50 0.18
C -0.10 -0.93 0.10
O -2.99 0.88 0.36
O -0.78 1.26 0.21
C 0.43 0.45 -0.20
H 0.24 -1.70 -0.61
H 0.09 -1.28 1.13
H 0.46 0.59 -1.30
```

Record 5
The following is a DFT calculation (ωB97M-V/def2-TZVPD) of a structure of composition C3H4O3Zn.

Properties
<S²>: 0.75
total charge: -1
energy relative to the best compared isomer or geometry (same formula, charge and spin): 0.0000 eV
2S+1: 2
calculated total energy: -2121.78458 Eh

```
11
C3H4O3Zn, DFT ωB97M-V/def2-TZVPD
O -0.78 0.03 -1.18
C -1.44 0.54 -0.17
C 1.10 -1.92 0.10
O -2.67 0.38 -0.01
O -0.69 1.17 0.70
C 1.99 -1.18 0.79
H 0.10 -2.10 0.49
H 1.37 -2.38 -0.86
H 1.75 -0.77 1.77
H 3.02 -1.05 0.43
Zn 0.84 0.81 -0.44
```

Record 6
The following is a DFT calculation (ωB97M-V/def2-TZVPD) of the molecule C3H4O4.

Properties
total charge: 0
energy relative to the best compared isomer or geometry (same formula, charge and spin): 3.6616 eV
structure (SMILES): OC1(O)O[C@@]12CO2
calculated total energy: -417.55869 Eh

```
11
C3H4O4, DFT ωB97M-V/def2-TZVPD
O 0.23 1.64 -0.71
C 0.57 0.69 0.19
O 1.70 0.83 0.91
O -0.56 0.41 1.06
C -0.18 -0.60 0.18
C -0.95 -1.49 -0.70
O 0.04 -1.89 0.28
H -0.29 2.39 -0.47
H 1.96 1.74 1.16
H -1.92 -1.84 -0.22
H -0.61 -1.87 -1.68
```

Record 7
The following is a DFT calculation (ωB97M-V/def2-TZVPD) of the molecule C3H4O4.

Properties
total charge: 0
energy relative to the best compared isomer or geometry (same formula, charge and spin): 0.8632 eV
structure (SMILES): O=COCOC=O
calculated total energy: -417.66153 Eh

```
11
C3H4O4, DFT ωB97M-V/def2-TZVPD
O -1.68 -0.75 -1.86
C -1.09 -1.44 -1.07
O -0.45 -1.06 0.06
C -0.58 0.32 0.37
O 0.60 1.07 -0.08
C 1.64 1.19 0.71
O 1.64 0.64 1.83
H -1.01 -2.54 -1.17
H -0.65 0.48 1.50
H -1.43 0.79 -0.11
H 2.39 1.72 0.17
```

Record 8
The following is a DFT calculation (ωB97M-V/def2-TZVPD) of the ion C3H4O4S with charge -2.

Properties
total charge: -2
energy relative to the best compared isomer or geometry (same formula, charge and spin): 0.5647 eV
calculated total energy: -815.80330 Eh

```
12
C3H4O4S, DFT ωB97M-V/def2-TZVPD
C 0.09 1.99 -0.09
C -1.08 -0.70 0.11
C 0.13 0.13 -0.39
O 0.39 2.57 -1.16
O 1.29 -0.98 1.76
O -0.25 2.33 1.03
O 1.64 -1.96 -0.51
S 1.67 -0.66 0.27
H -1.51 -1.54 -0.56
H -0.66 -1.12 0.97
H -1.97 -0.13 0.10
H 0.26 0.07 -1.55
```

Record 9
The following is a DFT calculation (ωB97M-V/def2-TZVPD) of a cluster of 2 separate species, C3H4O4S in total.

Properties
total charge: 0
energy relative to the best compared isomer or geometry (same formula, charge and spin): 2.6359 eV
calculated total energy: -815.77603 Eh

```
12
C3H4O4S, DFT ωB97M-V/def2-TZVPD
C 1.53 1.60 -0.13
C 0.43 0.87 0.46
C -0.62 0.19 -0.33
O 0.53 2.37 0.21
O 3.57 -1.41 -0.89
O 2.63 1.61 -0.51
O 2.10 -0.67 0.91
S 3.39 -0.53 0.23
H 0.39 0.58 1.58
H -0.51 0.48 -1.38
H -1.63 0.51 -0.14
H -0.46 -0.97 0.05
```

Record 10
The following is a DFT calculation (ωB97M-V/def2-TZVPD) of a cluster of 2 separate species, C3H4OS in total.

Properties
total charge: 0
energy relative to the best compared isomer or geometry (same formula, charge and spin): 3.5813 eV
calculated total energy: -589.99304 Eh

```
9
C3H4OS, DFT ωB97M-V/def2-TZVPD
C -1.19 0.49 0.51
C -0.53 -0.68 0.57
C 1.28 0.16 -0.51
O -1.33 1.63 0.54
S -1.89 -0.89 -0.60
H -0.49 -1.44 1.28
H 0.87 1.13 -0.82
H 1.20 -0.65 -1.20
H 2.08 0.24 0.23
```

Record 11
The following is a DFT calculation (ωB97M-V/def2-TZVPD) of the molecule C3H4OS.

Properties
total charge: 0
energy relative to the best compared isomer or geometry (same formula, charge and spin): 3.3065 eV
calculated total energy: -590.00314 Eh

```
9
C3H4OS, DFT ωB97M-V/def2-TZVPD
C 0.60 1.03 -0.86
C -0.04 0.24 -0.06
C -1.24 -0.50 0.39
O 2.66 -0.92 -0.03
S 1.76 0.38 0.43
H 0.75 1.63 -1.63
H -1.80 0.10 1.17
H -0.72 -1.30 0.99
H -1.96 -0.66 -0.40
```

Record 12
The following is a DFT calculation (ωB97M-V/def2-TZVPD) of a structure of composition C3H4OS.

Properties
total charge: 0
energy relative to the best compared isomer or geometry (same formula, charge and spin): 3.4897 eV
calculated total energy: -589.99641 Eh

```
9
C3H4OS, DFT ωB97M-V/def2-TZVPD
C -0.15 -0.27 0.02
C 1.23 -0.12 -0.06
C -1.79 0.84 0.11
O -0.61 -1.58 0.03
S -3.13 -0.03 -0.03
H 1.70 -1.00 -0.46
H 1.62 0.78 0.10
H -1.76 1.84 -0.10
H -1.56 -1.43 0.30
```

Record 13
The following is a DFT calculation (ωB97M-V/def2-TZVPD) of the molecule C3H4OS.

Properties
total charge: 0
energy relative to the best compared isomer or geometry (same formula, charge and spin): 1.1569 eV
structure (SMILES): CC(=O)C=S
calculated total energy: -590.08214 Eh

```
9
C3H4OS, DFT ωB97M-V/def2-TZVPD
C -0.42 1.03 -0.35
C 0.61 -0.05 -0.21
O 1.65 0.22 -0.77
C 0.28 -1.38 0.52
S -1.09 -1.73 1.28
H -0.37 1.51 -1.25
H -0.29 1.74 0.40
H -1.55 0.71 -0.22
H 1.19 -2.04 0.59
```

Record 14
The following is a DFT calculation (ωB97M-V/def2-TZVPD) of the molecule C3H4OS.

Properties
<S²>: 2.02
total charge: 0
energy relative to the best compared isomer or geometry (same formula, charge and spin): 1.2034 eV
2S+1: 3
calculated total energy: -589.97629 Eh

```
9
C3H4OS, DFT ωB97M-V/def2-TZVPD
C 0.57 -0.88 -0.28
C 1.71 -0.26 0.02
C -1.26 0.58 0.08
O -0.72 -0.67 -0.33
S 3.14 0.42 0.44
H 0.75 -1.93 -0.26
H -2.43 0.54 0.32
H -1.08 1.20 -0.84
H -0.67 0.99 0.85
```

Record 15
The following is a DFT calculation (ωB97M-V/def2-TZVPD) of the molecule C3H4OS2.

Properties
total charge: 0
energy relative to the best compared isomer or geometry (same formula, charge and spin): 2.2380 eV
structure (SMILES): CC(=S)C(O)=S
calculated total energy: -988.24995 Eh

```
10
C3H4OS2, DFT ωB97M-V/def2-TZVPD
C 0.30 1.33 0.09
C 0.48 -0.06 -0.10
S 2.05 -0.75 -0.30
C -0.72 -0.90 -0.06
O -0.81 -2.19 0.20
S -2.23 -0.20 -0.33
H -0.42 1.51 0.95
H 1.34 1.74 0.46
H -0.12 1.91 -0.66
H 0.12 -2.39 -0.25
```

Record 16
The following is a DFT calculation (ωB97M-V/def2-TZVPD) of the molecule C3H4OS2.

Properties
total charge: 0
energy relative to the best compared isomer or geometry (same formula, charge and spin): 1.3573 eV
structure (SMILES): CSC(=S)C=O
calculated total energy: -988.28232 Eh

```
10
C3H4OS2, DFT ωB97M-V/def2-TZVPD
C -1.65 -0.65 0.05
S -0.02 -1.50 -0.21
C 1.28 -0.28 -0.05
S 2.83 -0.81 -0.09
C 1.10 1.19 0.00
O 0.09 1.80 -0.29
H -1.52 0.09 0.88
H -1.83 -0.12 -0.87
H -2.35 -1.47 0.29
H 2.05 1.74 0.28
```

Record 17
The following is a DFT calculation (ωB97M-V/def2-TZVPD) of the molecule C3H4OS2.

Properties
total charge: 0
energy relative to the best compared isomer or geometry (same formula, charge and spin): 3.4220 eV
calculated total energy: -988.20644 Eh

```
10
C3H4OS2, DFT ωB97M-V/def2-TZVPD
C -0.31 0.50 0.59
C -1.26 1.28 1.14
C 0.79 0.29 -0.59
O 0.90 -2.30 -0.07
S -2.39 1.97 1.94
S 0.74 -1.43 -1.23
H -0.19 -0.39 1.23
H 1.77 0.45 -0.15
H 0.61 0.98 -1.41
H -0.66 -1.35 -1.44
```

Record 18
The following is a DFT calculation (ωB97M-V/def2-TZVPD) of a cluster of 2 separate species, C3H4OS2 in total.

Properties
<S²>: 2.01
total charge: 0
energy relative to the best compared isomer or geometry (same formula, charge and spin): 1.3405 eV
2S+1: 3
calculated total energy: -988.14211 Eh

```
10
C3H4OS2, DFT ωB97M-V/def2-TZVPD
C 1.90 1.12 0.80
C 1.57 0.07 0.08
C 1.00 -0.90 -0.57
O -2.55 0.87 -0.19
S -3.95 -1.56 -0.22
S -3.62 0.21 -0.89
H 2.84 1.19 1.38
H 0.56 -1.66 0.00
H 1.14 -1.18 -1.64
H 1.12 1.84 1.26
```

Record 19
The following is a DFT calculation (ωB97M-V/def2-TZVPD) of the molecule C3H4OSi.

Properties
total charge: 0
energy relative to the best compared isomer or geometry (same formula, charge and spin): 2.4139 eV
structure (SMILES): O=c1cc1[SiH3]
calculated total energy: -481.28408 Eh

```
9
C3H4OSi, DFT ωB97M-V/def2-TZVPD
O 0.87 2.80 1.20
C 0.30 1.78 1.13
C -0.49 0.66 1.28
C 0.28 0.43 0.16
Si 0.08 -1.25 -1.10
H -1.35 0.25 1.88
H -1.16 -1.56 -1.99
H 1.09 -0.76 -2.23
H 0.37 -2.38 -0.33
```

Record 20
The following is a DFT calculation (ωB97M-V/def2-TZVPD) of the molecule C3H4P2.

Properties
total charge: 0
energy relative to the best compared isomer or geometry (same formula, charge and spin): 2.8073 eV
calculated total energy: -799.23962 Eh

```
9
C3H4P2, DFT ωB97M-V/def2-TZVPD
C -1.42 0.86 -0.41
C -0.21 1.19 -0.17
C 0.62 -1.55 0.05
P -0.89 -2.15 -0.29
P 1.28 0.13 -0.08
H -2.42 1.21 -0.55
H 0.14 2.23 -0.08
H 1.44 -2.25 0.23
H 1.46 0.32 1.30
```